Entry 1:
Here is a structure of composition C13H37F3MgO18S3 from the OMol25 dataset. Energies are from ωB97M-V with the def2-TZVPD basis set.

* gap between HOMO and LUMO: 0.2715 hartree
* total energy: -97039.5969 eV
* largest force on an atom: 0.1090 hartree/bohr
* total charge: 0

Geometry (Å):
1 Mg 2.425 0.454 -3.456
2 C 1.483 3.178 -6.954
3 F 0.929 4.306 -7.352
4 F 0.902 2.142 -7.571
5 F 2.784 3.155 -7.216
6 S 1.113 3.050 -5.087
7 O -0.295 2.718 -4.937
8 O 2.050 2.053 -4.529
9 O 1.360 4.329 -4.408
10 C 0.029 -1.077 -1.133
11 C 0.056 0.473 -1.259
12 C 0.021 1.129 0.116
13 O 1.140 0.950 -1.984
14 H 0.707 -1.493 -0.386
15 H 0.239 -1.619 -2.061
16 H -1.032 -1.302 -0.979
17 H -0.908 0.747 -1.717
18 H -0.966 0.849 0.501
19 H 0.286 2.185 0.085
20 H 0.754 0.723 0.824
21 O -0.441 -4.379 4.394
22 S -1.775 -4.651 3.967
23 O -2.957 -4.298 4.699
24 O -1.968 -3.987 2.473
25 C -0.874 -3.957 1.557
26 C -1.384 -4.035 0.125
27 C -1.884 -6.381 3.481
28 H -0.186 -4.798 1.659
29 H -0.308 -3.035 1.684
30 H -1.616 -5.075 -0.119
31 H -0.627 -3.632 -0.542
32 H -2.336 -3.533 -0.058
33 H -2.823 -6.459 2.930
34 H -1.945 -7.040 4.342
35 H -1.110 -6.606 2.753
36 O 0.730 -0.293 5.068
37 S 0.970 1.064 4.649
38 O 1.661 2.006 5.503
39 O 1.740 1.121 3.249
40 C 3.086 0.522 3.311
41 C 4.052 1.574 2.826
42 C -0.535 1.825 3.983
43 H 2.972 -0.285 2.587
44 H 3.391 0.042 4.236
45 H 5.082 1.194 2.853
46 H 4.092 2.421 3.509
47 H 3.952 1.864 1.781
48 H -1.318 1.789 4.734
49 H -0.751 1.327 3.043
50 H -0.255 2.855 3.771
51 O 1.637 3.752 -1.749
52 H 2.465 3.845 -1.266
53 H 1.441 2.789 -1.735
54 O 3.943 1.446 -2.360
55 H 4.256 1.489 -1.451
56 H 4.475 2.094 -2.843
57 O 1.079 -0.582 -4.614
58 H 0.834 -0.468 -5.541
59 H 0.261 -0.829 -4.161
60 O -1.226 4.085 -2.208
61 H -2.169 4.272 -2.281
62 H -1.155 3.497 -1.450
63 O 2.904 -1.379 -2.629
64 H 3.050 -2.244 -3.033
65 H 3.179 -1.477 -1.709
66 C -3.903 -0.156 1.459
67 C -5.059 -0.022 0.386
68 O -5.067 1.385 0.192
69 C -4.452 2.018 1.245
70 O -4.399 3.213 1.305
71 O -4.043 1.119 2.092
72 H -2.930 -0.217 0.972
73 H -4.001 -0.938 2.205
74 H -6.024 -0.320 0.797
75 H -4.811 -0.482 -0.567

Atomic partial charges in e from the Löwdin method, atoms 1 to 2: number 1, Mg, carries 0.730; number 2, C, carries -0.665



Entry 2:
Here is a structure of composition C13H37K2O9 from the OMol25 dataset. Energies are from ωB97M-V with the def2-TZVPD basis set.

* gap between HOMO and LUMO: 0.2289 hartree
* total energy: -65151.7566 eV
* largest force on an atom: 0.0810 hartree/bohr
* relative energy (zero: lowest compared OMol25 entry of this formula, charge and spin): 2.470 eV
* total charge: +1

Geometry (Å):
1 K -3.875 -2.046 -0.800
2 K -2.011 -2.243 -4.113
3 O 0.422 -0.767 -0.410
4 C -0.668 -1.446 -0.275
5 O -1.140 -1.811 0.824
6 O -1.199 -1.628 -1.391
7 H 0.440 -0.805 -1.370
8 C -2.514 2.546 -2.197
9 C -2.815 1.134 -2.519
10 O -4.028 1.154 -3.353
11 H -3.312 3.177 -1.806
12 H -2.228 2.972 -3.159
13 H -1.709 2.563 -1.462
14 H -3.168 0.682 -1.592
15 H -2.016 0.552 -2.978
16 H -4.008 0.271 -3.729
17 C 0.648 2.471 -4.432
18 C 0.412 0.888 -4.655
19 O 0.676 0.179 -3.460
20 H 0.413 3.050 -5.326
21 H 1.674 2.691 -4.139
22 H -0.069 2.754 -3.661
23 H 1.178 0.514 -5.334
24 H -0.597 0.607 -4.959
25 H 1.631 0.092 -3.416
26 C 1.156 -4.724 4.153
27 C -0.196 -4.418 3.461
28 O 0.025 -4.430 2.049
29 H 1.757 -5.519 3.712
30 H 0.970 -4.819 5.223
31 H 1.828 -3.872 4.052
32 H -0.791 -3.539 3.710
33 H -0.822 -5.295 3.627
34 H -0.174 -3.594 1.621
35 C 3.425 -1.921 1.212
36 C 2.905 -0.573 1.662
37 O 1.654 -0.812 2.391
38 H 3.720 -2.587 2.023
39 H 4.350 -1.806 0.645
40 H 2.721 -2.447 0.566
41 H 2.852 0.122 0.824
42 H 3.785 -0.282 2.236
43 H 0.929 -1.021 1.798
44 C -2.141 1.305 4.664
45 C -1.726 0.647 3.347
46 O -2.591 -0.419 3.192
47 H -1.389 2.082 4.804
48 H -2.114 0.586 5.483
49 H -3.083 1.827 4.500
50 H -0.712 0.261 3.453
51 H -1.828 1.271 2.459
52 H -2.415 -0.824 2.340
53 C 2.093 3.922 -1.457
54 C 1.858 2.530 -0.921
55 O 0.655 2.481 -0.193
56 H 2.895 3.891 -2.194
57 H 2.405 4.656 -0.713
58 H 1.129 4.226 -1.866
59 H 2.738 2.036 -0.510
60 H 1.610 1.890 -1.767
61 H 0.386 1.616 0.125

Atomic partial charges in e from the natural (NBO) method, atoms 1 to 2: number 1, K, carries 0.986; number 2, K, carries 0.992



Entry 3:
Here is a cluster of 3 separate species, C13H37N3O6P in total from the OMol25 dataset. Energies are from ωB97M-V with the def2-TZVPD basis set.

* gap between HOMO and LUMO: 0.2045 hartree
* total energy: -40115.2714 eV
* largest force on an atom: 0.0592 hartree/bohr
* total charge: -1

Geometry (Å):
1 O -3.467 -2.465 1.429
2 N -4.274 -3.236 0.936
3 O -3.694 -4.350 0.456
4 C -3.031 -4.120 -0.840
5 P -1.129 -4.297 -0.493
6 H -3.287 -3.020 -1.202
7 H -3.374 -4.893 -1.681
8 H -1.513 -5.066 0.694
9 H -1.209 -3.035 0.222
10 H -0.779 -3.516 -1.676
11 H -1.021 -5.495 -1.290
12 H 0.276 -4.360 -0.072
13 C -4.901 3.152 -2.555
14 O -3.514 3.437 -2.420
15 C -3.162 3.936 -1.122
16 C -2.330 2.899 -0.351
17 N -3.146 1.746 0.043
18 C -2.365 0.607 0.536
19 C -1.375 -0.055 -0.442
20 O -2.003 -0.736 -1.533
21 C -2.353 0.104 -2.625
22 H -5.104 2.953 -3.611
23 H -5.170 2.260 -1.984
24 H -5.512 4.000 -2.237
25 H -4.040 4.257 -0.550
26 H -2.539 4.821 -1.290
27 H -1.912 3.367 0.547
28 H -1.504 2.594 -0.996
29 H -3.690 1.433 -0.759
30 H -3.089 -0.154 0.847
31 H -1.826 0.913 1.441
32 H -0.838 -0.830 0.118
33 H -0.607 0.636 -0.802
34 H -1.651 0.931 -2.762
35 H -3.371 0.474 -2.502
36 H -2.342 -0.505 -3.535
37 C 5.657 -0.586 -0.771
38 O 5.896 -0.463 0.626
39 C 6.030 0.897 1.059
40 C 4.826 1.313 1.918
41 N 3.609 1.433 1.108
42 C 2.380 1.558 1.899
43 C 2.004 0.381 2.821
44 O 1.639 -0.813 2.122
45 C 2.740 -1.619 1.722
46 H 5.746 -1.643 -1.038
47 H 4.644 -0.259 -1.020
48 H 6.389 -0.018 -1.350
49 H 6.187 1.586 0.220
50 H 6.929 0.935 1.685
51 H 5.037 2.277 2.395
52 H 4.705 0.562 2.701
53 H 3.522 0.611 0.515
54 H 1.563 1.696 1.183
55 H 2.433 2.478 2.495
56 H 1.108 0.681 3.377
57 H 2.767 0.173 3.578
58 H 3.574 -1.571 2.427
59 H 3.063 -1.341 0.718
60 H 2.396 -2.657 1.671

Atomic partial charges in e from the natural (NBO) method, atoms 1 to 2: number 1, O, carries -0.317; number 2, N, carries 0.352



Entry 4:
Here is a structure of composition C13H38FeN2O11P from the OMol25 dataset. Energies are from ωB97M-V with the def2-TZVPD basis set.

* gap between HOMO and LUMO (spin up / spin down): 0.2227 / 0.2254 hartree
* total energy: -83277.5231 eV
* largest force on an atom: 0.1422 hartree/bohr
* <S²>: 6.010
* multiplicity: 5
* total charge: -1

Geometry (Å):
1 Fe -4.718 24.674 -0.254
2 P -3.220 25.048 1.497
3 O -4.013 26.193 0.848
4 O -2.743 24.409 0.189
5 O -4.398 24.144 1.653
6 O -2.203 25.323 2.639
7 C -3.972 20.745 1.384
8 O -3.081 21.783 1.124
9 H -4.979 20.926 1.008
10 H -3.629 19.770 1.038
11 H -4.131 20.552 2.445
12 H -3.526 22.608 1.333
13 C -8.609 23.219 0.436
14 C -7.106 23.372 0.170
15 C -6.628 22.587 -1.075
16 O -5.262 22.828 -1.144
17 C -4.557 22.156 -2.205
18 N -6.842 24.799 0.073
19 H -9.104 23.744 1.253
20 H -8.833 22.173 0.649
21 H -9.124 23.426 -0.502
22 H -6.657 22.923 1.055
23 H -7.106 22.889 -2.006
24 H -6.823 21.523 -0.935
25 H -3.538 22.536 -2.269
26 H -4.950 22.489 -3.165
27 H -4.521 21.068 -2.148
28 H -7.611 25.211 -0.435
29 H -7.078 25.220 0.960
30 C -4.031 25.342 -4.259
31 C -3.609 25.549 -2.752
32 C -2.778 26.862 -2.716
33 O -3.718 27.933 -3.032
34 C -3.241 29.218 -3.011
35 N -4.898 25.787 -2.007
36 H -4.707 26.131 -4.590
37 H -4.488 24.364 -4.408
38 H -3.167 25.404 -4.920
39 H -3.000 24.764 -2.303
40 H -1.986 26.908 -3.463
41 H -2.414 26.932 -1.691
42 H -2.483 29.190 -3.795
43 H -2.816 29.441 -2.032
44 H -4.014 29.970 -3.169
45 H -5.631 25.501 -2.641
46 H -4.955 26.792 -2.093
47 C -5.665 23.496 4.541
48 C -6.896 23.903 3.890
49 O -6.604 24.817 2.855
50 O -4.979 22.668 3.645
51 H -6.044 23.159 5.506
52 H -4.953 24.302 4.717
53 H -7.586 24.458 4.524
54 H -7.501 23.114 3.443
55 H -5.708 24.632 2.567
56 H -4.759 23.197 2.875
57 C -6.924 28.200 0.991
58 C -8.245 28.949 0.728
59 O -9.213 28.166 0.156
60 O -6.319 27.799 -0.270
61 H -6.984 27.389 1.717
62 H -6.241 28.945 1.400
63 H -7.984 29.774 0.064
64 H -8.464 29.372 1.708
65 H -10.068 28.596 0.083
66 H -5.473 27.383 -0.091

Atomic partial charges in e from the natural (NBO) method, atoms 1 to 2: number 1, Fe, carries 1.441; number 2, P, carries 2.512



Entry 5:
Here is a cluster of 10 separate species, C13H38N5O9 in total from the OMol25 dataset. Energies are from ωB97M-V with the def2-TZVPD basis set.

* gap between HOMO and LUMO: 0.2622 hartree
* total energy: -39961.7287 eV
* largest force on an atom: 0.1096 hartree/bohr
* total charge: +1

Geometry (Å):
1 N 4.044 0.098 1.398
2 C 2.688 -0.490 1.701
3 C 2.372 -1.804 0.844
4 C 1.698 -1.522 -0.599
5 N 1.272 -0.109 -0.811
6 N 1.945 0.982 -1.215
7 N 1.139 2.066 -1.308
8 C -0.240 1.701 -0.934
9 C -1.564 2.571 -0.913
10 C -2.680 2.092 0.130
11 C -3.145 0.569 -0.071
12 C -4.702 0.305 0.128
13 C -5.680 1.166 0.955
14 C -7.161 0.678 1.040
15 C -7.712 -0.594 0.369
16 C -6.734 -1.457 -0.462
17 C -5.270 -0.988 -0.563
18 N 0.006 0.319 -0.653
19 H 4.609 0.046 2.266
20 H 3.949 1.098 1.170
21 H 1.854 0.307 1.672
22 H 2.737 -0.820 2.809
23 H 1.714 -2.526 1.459
24 H 3.371 -2.355 0.650
25 H 2.385 -1.914 -1.431
26 H 0.758 -2.192 -0.649
27 H -1.247 3.634 -0.587
28 H -2.053 2.715 -1.945
29 H -3.612 2.745 -0.076
30 H -2.397 2.336 1.223
31 H -2.798 0.224 -1.113
32 H -2.594 -0.056 0.723
33 H -5.310 2.117 1.477
34 H -7.891 1.286 1.678
35 H -8.790 -0.960 0.451
36 H -7.014 -2.432 -1.010
37 H -4.539 -1.653 -1.155
38 H -0.691 -0.373 -0.347
39 O -5.539 1.137 4.380
40 H -5.834 0.799 3.524
41 H -5.196 2.016 4.178
42 O -7.088 -3.407 -2.748
43 H -7.654 -2.784 -3.222
44 H -7.213 -4.241 -3.219
45 O 5.651 -2.540 -0.421
46 H 6.604 -2.453 -0.274
47 H 5.295 -1.679 -0.163
48 O 5.200 1.281 4.222
49 H 4.589 1.566 4.913
50 H 5.986 1.821 4.369
51 O 8.830 -2.499 -0.352
52 H 8.541 -2.843 -1.210
53 H 9.167 -1.616 -0.555
54 O 11.169 -0.556 0.329
55 H 11.524 -0.578 1.225
56 H 11.933 -0.746 -0.230
57 O -7.904 3.445 -0.992
58 H -7.911 2.583 -0.555
59 H -7.677 3.241 -1.907
60 O -0.949 5.172 -2.965
61 H -0.594 5.151 -2.069
62 H -0.184 4.980 -3.523
63 O 8.769 -4.332 -2.853
64 H 8.769 -5.191 -2.415
65 H 9.001 -4.536 -3.767

Atomic partial charges in e from the natural (NBO) method, atoms 1 to 2: number 1, N, carries -0.872; number 2, C, carries -0.243



Entry 6:
Here is a cluster of 6 separate species, C13H39N6O6 in total from the OMol25 dataset. Energies are from ωB97M-V with the def2-TZVPD basis set.

* gap between HOMO and LUMO (spin up / spin down): 0.3536 / 0.2433 hartree
* total energy: -35333.1556 eV
* largest force on an atom: 0.1570 hartree/bohr
* <S²>: 0.754
* multiplicity: 2
* total charge: 0

Geometry (Å):
1 C 1.296 1.841 -0.542
2 O 1.075 2.196 -1.867
3 H 2.319 1.539 -0.317
4 H 0.977 2.642 0.125
5 H 0.860 0.916 -0.164
6 C -4.120 1.938 0.141
7 C -2.590 2.201 0.106
8 O -1.980 1.459 1.102
9 H -4.626 2.153 1.083
10 H -4.255 0.858 0.101
11 H -4.772 2.332 -0.638
12 H -2.355 3.239 0.343
13 H -2.190 2.049 -0.896
14 H -1.035 1.621 1.132
15 C 5.572 0.203 -0.518
16 O 5.331 0.867 -1.532
17 N 6.591 -0.385 -0.103
18 N 4.670 0.135 0.368
19 H 6.528 -0.909 0.758
20 H 7.461 -0.215 -0.587
21 H 4.807 -0.594 1.054
22 H 3.766 0.522 0.139
23 C -1.081 5.182 -1.937
24 O -1.954 6.022 -2.060
25 N -0.061 5.215 -1.174
26 N -0.846 4.197 -2.717
27 H 0.353 6.091 -0.890
28 H 0.452 4.351 -1.064
29 H -0.170 3.480 -2.495
30 H -1.607 3.953 -3.334
31 C -2.898 -4.435 -2.432
32 C -1.986 -4.015 -3.560
33 C -1.109 -2.832 -3.192
34 O -1.682 -1.538 -3.019
35 C -0.768 -0.497 -2.751
36 N -1.102 -5.067 -3.873
37 H -3.652 -3.684 -2.196
38 H -2.348 -4.683 -1.524
39 H -3.544 -5.235 -2.795
40 H -2.650 -3.720 -4.373
41 H -0.369 -2.619 -3.964
42 H -0.471 -2.987 -2.322
43 H -0.201 -0.342 -3.668
44 H -0.056 -0.792 -1.980
45 H -1.358 0.402 -2.573
46 H -1.564 -5.652 -4.555
47 H -0.328 -4.628 -4.352
48 C 1.839 0.043 4.902
49 C 1.415 -0.462 3.535
50 C -0.040 -1.011 3.713
51 O -0.102 -2.018 4.673
52 C -1.479 -2.310 4.931
53 N 1.423 0.753 2.666
54 H 1.328 0.927 5.282
55 H 2.913 0.214 4.966
56 H 1.730 -0.717 5.676
57 H 2.074 -1.226 3.122
58 H -0.350 -1.406 2.746
59 H -0.594 -0.090 3.891
60 H -2.231 -1.522 4.978
61 H -1.647 -2.899 5.832
62 H -1.888 -2.943 4.143
63 H 0.928 0.737 1.786
64 H 2.351 1.153 2.668

Atomic partial charges in e from the natural (NBO) method, atoms 1 to 2: number 1, C, carries -0.346; number 2, O, carries -0.261



Entry 7:
Here is a cluster of 6 separate species, C13H40ClO21P4 in total from the OMol25 dataset. Energies are from ωB97M-V with the def2-TZVPD basis set.

* gap between HOMO and LUMO: 0.2773 hartree
* total energy: -106805.0115 eV
* largest force on an atom: 0.0697 hartree/bohr
* relative energy (zero: lowest compared OMol25 entry of this formula, charge and spin): 3.633 eV
* total charge: -1

Geometry (Å):
1 Cl -0.028 1.667 5.235
2 O 1.195 2.043 4.578
3 O -0.517 0.460 4.597
4 O 0.128 1.527 6.641
5 O -0.996 2.733 4.980
6 C 5.072 5.154 -0.962
7 O 6.285 5.463 -1.650
8 P 7.066 4.277 -2.457
9 O 6.329 3.003 -2.672
10 O 7.506 4.992 -3.893
11 C 8.583 5.850 -3.990
12 O 8.446 4.129 -1.642
13 C 8.357 3.842 -0.249
14 H 5.013 5.612 0.026
15 H 5.045 4.073 -0.830
16 H 4.123 5.502 -1.370
17 H 9.346 5.343 -4.582
18 H 9.170 5.890 -3.072
19 H 8.379 6.854 -4.361
20 H 7.291 3.725 -0.054
21 H 8.791 4.560 0.447
22 H 8.878 2.903 -0.063
23 C -2.583 5.567 -6.039
24 O -2.955 4.214 -5.689
25 P -3.505 3.918 -4.216
26 O -4.822 4.612 -3.872
27 O -3.510 2.332 -3.995
28 C -4.185 1.420 -4.773
29 O -2.243 4.337 -3.298
30 C -2.372 4.263 -1.905
31 H -1.940 5.978 -5.261
32 H -3.531 6.105 -6.035
33 H -2.113 5.745 -7.006
34 H -4.775 1.814 -5.601
35 H -4.929 0.990 -4.101
36 H -3.535 0.597 -5.070
37 H -3.344 3.898 -1.574
38 H -2.163 5.171 -1.339
39 H -1.681 3.517 -1.514
40 C 5.832 -4.598 -0.652
41 O 6.268 -5.500 0.307
42 P 5.256 -6.286 1.230
43 O 3.928 -6.433 0.537
44 O 6.042 -7.676 1.679
45 C 5.512 -8.679 2.489
46 O 5.239 -5.465 2.683
47 C 4.621 -4.194 2.784
48 H 4.746 -4.573 -0.737
49 H 6.285 -4.704 -1.638
50 H 6.070 -3.548 -0.486
51 H 4.434 -8.684 2.651
52 H 6.006 -8.770 3.456
53 H 5.784 -9.674 2.137
54 H 5.152 -3.596 2.043
55 H 4.807 -3.700 3.738
56 H 3.535 -4.247 2.712
57 C -7.174 -0.946 3.924
58 O -8.534 -0.623 4.204
59 P -9.750 -0.797 3.183
60 O -10.874 0.198 3.386
61 O -9.070 -0.760 1.755
62 C -8.445 0.411 1.201
63 O -10.169 -2.339 3.455
64 C -9.361 -3.368 3.004
65 H -6.683 -1.127 4.880
66 H -6.668 -0.071 3.513
67 H -7.007 -1.705 3.160
68 H -8.335 1.290 1.835
69 H -8.798 0.694 0.209
70 H -7.490 -0.025 0.906
71 H -9.010 -4.012 3.811
72 H -8.645 -3.073 2.237
73 H -10.031 -4.007 2.428
74 C -2.158 -5.865 0.600
75 O -2.409 -4.551 1.084
76 H -1.896 -6.573 1.386
77 H -3.128 -6.228 0.259
78 H -1.541 -5.974 -0.292
79 H -1.615 -4.307 1.566

Atomic partial charges in e from the Löwdin method, atoms 1 to 2: number 1, Cl, carries 0.601; number 2, O, carries -0.401